This record from the Open Molecules 2025 dataset describes 9 unconnected molecules or ions with the total composition C23H36Cl8O15. The level of theory is wB97M-V/def2-TZVPD.

XYZ file:
```
82
Properties=species:S:1:pos:R:3:mulliken_charge:R:1
C -26.363 -9.012 4.985 0.4008
C -26.900 -10.209 5.694 -0.3060
O -28.262 -9.899 5.639 -0.3552
C -28.444 -8.569 5.684 0.5597
O -29.532 -7.977 5.872 -0.6122
O -27.252 -7.971 5.438 -0.2239
H -26.551 -9.339 3.963 -0.2564
H -25.298 -8.914 5.194 0.3577
H -26.610 -10.309 6.740 0.2664
H -26.858 -11.119 5.094 0.2100
C -30.896 -13.570 0.303 -0.3185
C -31.457 -12.180 -0.026 -0.2497
O -30.248 -11.366 -0.243 -0.3555
C -29.084 -12.079 0.021 0.6796
O -27.964 -11.670 -0.218 -0.4679
O -29.462 -13.353 0.402 -0.3313
H -31.128 -14.313 -0.459 0.2353
H -31.191 -13.947 1.282 0.2415
H -32.058 -11.927 0.848 0.2860
H -31.948 -12.302 -0.992 0.2885
C -25.403 -7.711 1.446 1.9644
C -26.310 -8.470 0.523 0.1508
O -25.721 -8.223 -0.734 -0.4099
C -24.429 -7.899 -0.603 0.5872
O -23.661 -7.627 -1.488 -0.4583
O -24.206 -7.682 0.651 -0.3997
H -25.183 -8.301 2.337 -0.6978
H -25.795 -6.721 1.678 -0.8083
H -27.343 -8.124 0.572 0.2913
H -26.357 -9.512 0.839 -0.2880
C -25.593 -13.337 1.137 -0.3616
C -24.047 -13.644 1.239 -0.3780
O -23.618 -12.597 2.153 -0.3354
C -24.549 -11.687 2.216 0.4253
O -24.480 -10.640 2.891 -0.5112
O -25.638 -11.926 1.496 -0.1008
H -26.228 -13.971 1.757 0.3158
H -25.871 -13.517 0.098 0.2619
H -23.627 -13.564 0.236 0.2886
H -23.894 -14.635 1.666 0.3207
C -21.430 -5.760 0.517 -0.2112
C -21.774 -4.659 -0.555 -0.1558
O -22.897 -4.110 0.086 -0.3503
C -22.893 -4.355 1.415 0.6295
O -23.685 -3.973 2.263 -0.4702
O -21.868 -5.220 1.699 -0.3116
H -20.375 -5.888 0.760 0.4021
H -21.872 -6.732 0.297 -0.0163
H -21.935 -5.085 -1.545 0.1806
H -20.974 -3.923 -0.637 0.3036
Cl -20.041 -8.012 -4.889 -0.1910
C -21.052 -8.324 -3.494 -0.2102
C -22.223 -9.284 -3.821 -0.3199
Cl -23.326 -8.344 -4.864 -0.1802
H -21.498 -7.386 -3.163 0.0121
H -20.448 -8.882 -2.778 0.3080
H -22.633 -9.574 -2.853 0.0996
H -21.743 -10.122 -4.325 0.4500
Cl -26.414 -2.790 4.512 -0.2272
C -26.931 -4.522 4.195 0.1668
C -28.340 -4.618 3.432 -0.6029
Cl -28.449 -6.243 2.594 -0.1314
H -26.939 -5.067 5.139 0.2945
H -26.102 -4.921 3.611 -0.2073
H -28.407 -3.759 2.763 0.3874
H -29.215 -4.633 4.082 0.3601
Cl -26.597 -4.613 0.133 -0.0136
C -26.428 -4.757 -1.641 -0.3073
C -27.751 -4.559 -2.357 -0.5864
Cl -28.261 -2.870 -2.408 -0.2073
H -26.168 -5.786 -1.889 0.0703
H -25.609 -4.191 -2.084 0.3650
H -28.509 -5.203 -1.910 0.3284
H -27.784 -4.742 -3.431 0.3542
Cl -23.544 -7.093 4.221 0.0909
C -22.303 -6.522 5.368 -0.7210
C -22.040 -5.003 5.202 0.1117
Cl -20.811 -4.248 6.279 -0.2291
H -21.363 -7.074 5.338 0.3331
H -22.792 -6.769 6.310 0.3348
H -22.883 -4.323 5.324 0.2250
H -21.712 -4.901 4.168 -0.0635
```

Its total energy is -155325.79520 eV. As for the total charge: 0. Its HOMO energy is -10.3 eV.

This record from the Open Molecules 2025 dataset describes a molecular structure, C23H36I2N3S4SiV. The level of theory is wB97M-V/def2-TZVPD.

XYZ file:
```
70
Properties=species:S:1:pos:R:3:lowdin_spin:R:1
V 1.280 0.428 -0.488 1.0042
C 3.440 3.116 0.028 -0.0026
C 2.903 2.810 1.414 0.0034
S 1.239 2.116 1.208 0.0095
C 0.764 1.835 2.928 -0.0023
C 1.578 0.797 3.686 0.0006
S 1.366 -0.842 2.955 -0.0003
C 3.053 -1.479 2.883 0.0000
C 3.313 -2.197 1.570 -0.0015
S 3.227 -1.206 0.066 0.0039
C 4.687 -0.154 0.253 0.0044
C 4.730 0.782 -0.941 0.0010
S 3.219 1.758 -1.161 0.0002
H 4.493 3.397 0.054 -0.0003
H 2.887 3.950 -0.408 -0.0001
H 2.830 3.727 1.999 -0.0003
H 3.548 2.110 1.945 0.0001
H -0.287 1.541 2.891 -0.0001
H 0.797 2.798 3.442 -0.0004
H 1.254 0.793 4.728 0.0000
H 2.637 1.058 3.688 0.0000
H 3.226 -2.191 3.692 0.0000
H 3.763 -0.663 3.022 0.0000
H 2.604 -3.015 1.421 0.0000
H 4.305 -2.654 1.583 -0.0003
H 5.579 -0.784 0.268 -0.0001
H 4.646 0.407 1.186 0.0002
H 4.820 0.207 -1.865 0.0000
H 5.588 1.453 -0.892 -0.0004
I 2.037 -4.387 -1.968 -0.0002
C 2.115 -2.922 -3.484 -0.0039
I 1.375 -0.953 -3.078 -0.0043
H 1.507 -3.289 -4.302 -0.0003
H 3.146 -2.818 -3.796 0.0001
C -1.272 -2.939 0.672 -0.0009
C -0.288 -2.121 0.145 0.0042
N -0.375 -0.790 0.153 -0.0021
C -1.484 -0.237 0.655 0.0030
C -2.551 -0.971 1.151 -0.0008
C -2.419 -2.356 1.177 0.0043
C -3.733 -0.255 1.667 -0.0001
C -5.015 -0.440 1.346 -0.0004
C -5.582 -1.338 0.327 0.0000
C -6.960 -1.495 0.234 -0.0001
C -7.433 -2.333 -0.763 0.0000
N -6.622 -2.956 -1.610 -0.0001
C -5.326 -2.727 -1.443 0.0000
N -4.759 -1.962 -0.523 0.0001
H -1.141 -4.012 0.658 -0.0001
H 0.604 -2.537 -0.306 0.0002
H -1.520 0.847 0.629 -0.0002
H -3.215 -2.964 1.582 0.0002
H -3.522 0.524 2.392 0.0000
H -5.744 0.173 1.864 0.0000
H -7.636 -0.987 0.907 0.0000
H -8.495 -2.505 -0.887 0.0000
H -4.656 -3.230 -2.132 0.0000
C -1.652 1.091 -2.869 -0.0040
Si -0.171 1.953 -2.051 -0.0086
C -0.951 3.367 -1.047 0.0010
C 0.739 2.828 -3.464 -0.0034
H -2.337 1.841 -3.270 -0.0009
H -2.220 0.473 -2.167 -0.0001
H -1.365 0.442 -3.697 0.0000
H -1.671 3.878 -1.688 -0.0002
H -0.203 4.095 -0.730 0.0000
H -1.482 3.048 -0.148 -0.0002
H 0.063 3.504 -3.991 -0.0007
H 1.148 2.137 -4.203 -0.0001
H 1.578 3.424 -3.095 -0.0001
```

The spin multiplicity is 2. Its total energy is -122007.55674 eV. As for the total charge: +1. Its HOMO energy (spin up / spin down) is -9.6 / -9.3 eV.

This record from the Open Molecules 2025 dataset describes a molecular structure, C23H36N2O3PRhSTe. The level of theory is wB97M-V/def2-TZVPD.

XYZ file:
```
68
Properties=species:S:1:pos:R:3:lowdin_spin:R:1
Rh -0.316 -0.029 -0.928 2.1770
C -0.739 5.519 3.151 0.0003
C -0.645 4.862 1.789 0.0041
O -1.553 3.784 1.756 0.0043
P -1.471 2.504 0.738 0.0209
O -2.599 1.634 1.085 0.0222
Te 0.807 1.722 0.874 0.1085
O -1.710 3.176 -0.702 0.0080
C -0.764 4.012 -1.374 0.0020
C -0.344 3.400 -2.689 0.0026
H -0.091 6.398 3.199 0.0000
H -0.435 4.815 3.927 0.0001
H -1.765 5.828 3.355 0.0001
H 0.378 4.510 1.613 0.0043
H -0.889 5.587 1.003 0.0000
H 0.116 4.177 -0.748 0.0020
H -1.256 4.978 -1.529 0.0003
H 0.171 2.456 -2.521 0.0030
H 0.332 4.085 -3.210 0.0001
H -1.208 3.187 -3.319 -0.0001
C -3.810 -4.204 -1.201 0.0014
C -4.059 -2.877 -0.471 0.0026
C -5.113 -2.066 -1.240 0.0005
C -4.562 -3.158 0.951 -0.0003
C -2.810 -2.101 -0.416 0.0387
C -1.777 -1.458 -0.372 0.1208
H -4.737 -4.785 -1.271 0.0003
H -3.061 -4.796 -0.671 0.0001
H -3.437 -4.012 -2.208 0.0001
H -6.035 -2.648 -1.360 0.0001
H -4.735 -1.791 -2.226 0.0001
H -5.338 -1.144 -0.703 0.0000
H -5.484 -3.752 0.925 -0.0001
H -4.760 -2.219 1.469 0.0000
H -3.807 -3.704 1.519 -0.0001
S -3.071 -0.376 -5.035 0.0135
C -2.103 0.013 -3.735 0.0194
N -1.416 0.312 -2.844 0.0548
C 1.717 0.405 -4.389 0.0074
C 2.977 0.039 -3.600 0.0104
C 3.235 1.039 -2.472 0.0055
C 2.956 -1.402 -3.127 0.1052
C 3.819 -2.292 -3.746 -0.0061
C 3.914 -3.621 -3.355 0.1051
C 3.162 -4.050 -2.271 -0.0061
C 2.282 -3.210 -1.603 0.1067
C 1.541 -3.794 -0.414 0.0107
C 1.431 -2.881 0.807 0.0078
C 0.161 -4.303 -0.842 0.0069
C 2.099 -1.876 -2.080 0.1043
N 1.139 -1.086 -1.562 0.9138
H 1.765 1.445 -4.724 0.0006
H 0.819 0.282 -3.787 0.0014
H 1.611 -0.235 -5.268 0.0001
H 3.831 0.106 -4.285 0.0001
H 2.414 1.057 -1.758 0.0023
H 3.349 2.045 -2.885 0.0005
H 4.149 0.784 -1.928 0.0002
H 4.436 -1.927 -4.563 -0.0023
H 4.584 -4.302 -3.866 0.0084
H 3.252 -5.076 -1.926 -0.0023
H 2.141 -4.660 -0.106 0.0009
H 0.745 -2.054 0.636 0.0050
H 2.406 -2.470 1.082 0.0000
H 1.049 -3.459 1.654 0.0006
H -0.459 -3.482 -1.203 0.0004
H -0.362 -4.753 0.007 0.0007
H 0.255 -5.054 -1.632 0.0001
```

The spin multiplicity is 5. Its total energy is -63983.78705 eV. As for the total charge: -2. Its HOMO energy (spin up / spin down) is -1.3 / -1.7 eV.

Summary of energy above the lowest of the compared OMol25 structures with the same formula, charge and spin in kJ/mol
211.0; 17.9; 31.6
(order as listed above)
Summary of maximum force in eV/A
5.375; 0.621; 0.707
(order as listed above)